Entry 1:
A molecular structure, C12H13NPd. Source: the OMol25 dataset; level of theory: the ωB97M-V functional and the def2-TZVPD basis.

**2S+1**: 3
**Kohn-Sham gap (spin up / spin down)**: 0.168 / 0.219 hartree
**Total charge**: 0

Cartesian coordinates (Å):
Pd -0.2204 0.0036 -1.7904
C 0.4964 0.6135 -3.5002
H 1.4616 1.0913 -3.2760
H 0.5322 -0.2964 -4.1078
H -0.3970 1.2148 -3.8339
H -1.0922 -0.9486 -2.8213
H -1.4922 -1.0276 -2.1621
C 2.0544 2.8687 0.5884
C 1.8068 2.3678 1.8698
C 1.0507 1.2134 2.0692
C 0.4867 0.5609 0.9481
N 0.7836 1.0781 -0.2718
C 1.5313 2.1702 -0.4864
C -0.3826 -0.6415 0.9612
C -0.7369 -1.2691 2.1905
C -1.5550 -2.3795 2.1948
C -2.0876 -2.8632 1.0062
C -1.7170 -2.2761 -0.2213
C -0.8965 -1.1449 -0.2087
H 2.6461 3.7740 0.4542
H 2.1892 2.8646 2.7563
H 0.8422 0.7686 3.0496
H 1.7015 2.4951 -1.5336
H -0.2815 -0.9241 3.1022
H -1.8108 -2.8779 3.1290
H -2.7386 -3.7323 0.9912
H -2.1743 -2.7034 -1.0972


Entry 2:
A molecular structure, C12H13NTc. Source: the OMol25 dataset; level of theory: the ωB97M-V functional and the def2-TZVPD basis.

**2S+1**: 4
**Kohn-Sham gap (spin up / spin down)**: 0.283 / 0.181 hartree
**Total charge**: +2

Cartesian coordinates (Å):
Tc 1.1753 -1.6318 0.1551
C -1.4231 -3.5358 -1.4076
H -1.9571 -2.7007 -1.9293
H -0.7840 -3.0513 -0.4762
H -0.8650 -4.1570 -2.1907
H -2.2403 -4.2220 -0.9769
H 1.7690 -2.0525 -1.2777
C -2.5429 -0.3606 1.9772
C -2.4271 1.0382 1.9403
C -1.3067 1.6167 1.3924
C -0.4145 0.8004 0.6819
N -0.5012 -0.5608 0.7350
C -1.5069 -1.1452 1.4514
C 0.7616 1.2184 -0.0133
C 1.1691 2.5676 0.0017
C 2.2836 2.9234 -0.7510
C 3.0784 1.9640 -1.4019
C 2.7624 0.5923 -1.2825
C 1.5973 0.2346 -0.5935
H -3.4142 -0.8845 2.4073
H -3.1962 1.6704 2.3639
H -1.0427 2.6697 1.4909
H -1.4222 -2.2441 1.5722
H 0.6204 3.2635 0.6349
H 2.5205 3.9748 -0.8421
H 3.9513 2.2556 -1.9991
H 3.3554 -0.2434 -1.6624


Entry 3:
A single C12H14BBrF5OP molecule. Source: the OMol25 dataset; level of theory: the ωB97M-V functional and the def2-TZVPD basis.

**Kohn-Sham gap**: 0.280 hartree
**SMILES**: OP(Br)B(CCCC(F)(F)C(F)(F)F)Cc1ccccc1
**Total charge**: 0

Cartesian coordinates (Å):
O -2.0272 0.6079 -3.2704
P -1.0904 2.0270 -2.9696
Br -2.2686 3.8452 -3.6273
B -0.8539 2.0060 -1.0378
C 0.7157 1.9510 -0.5446
C 1.2025 0.4159 -0.2559
C 2.6230 0.0719 -0.9102
C 2.9974 -1.4763 -0.9208
F 2.3606 -2.2164 -1.9593
F 4.4241 -1.5428 -1.1324
C 2.7140 -2.2598 0.4508
F 3.7381 -3.2597 0.5652
F 2.8188 -1.4752 1.6137
F 1.4971 -3.0063 0.3876
C -2.1135 2.0056 0.0257
C -1.9304 0.6248 0.8627
C -2.5129 -0.6704 0.2453
C -2.2979 -1.9927 1.0155
C -1.4961 -1.9319 2.3558
C -0.9348 -0.6404 2.9815
C -1.1523 0.7057 2.1980
H -2.8395 0.6260 -2.7090
H 0.7597 2.5374 0.4504
H 1.3800 2.4748 -1.3109
H 0.3582 -0.2969 -0.5527
H 1.2709 0.3474 0.8953
H 3.4225 0.6840 -0.3602
H 2.5812 0.4003 -2.0171
H -2.0452 2.8812 0.7626
H -3.1318 2.0339 -0.4908
H -3.0659 -0.6405 -0.7547
H -2.6923 -2.9738 0.5854
H -1.3283 -2.9330 2.8782
H -0.3408 -0.6284 3.9596
H -0.7418 1.6985 2.5904


Entry 4:
A molecular structure, C12H14BCoF3N6O2. Source: the OMol25 dataset; level of theory: the ωB97M-V functional and the def2-TZVPD basis.

**ΔE to the lowest compared entry with this formula, charge and spin**: 3.962 eV
**2S+1**: 4
**Kohn-Sham gap (spin up / spin down)**: 0.329 / 0.275 hartree
**Total charge**: 0

Cartesian coordinates (Å):
H -0.3851 2.7097 1.6242
N 0.1132 1.4993 -0.0289
B 0.8537 0.5879 -2.2415
N 0.7113 1.7632 -1.2412
C 1.0574 3.0638 -1.3113
Co -0.4847 -0.7091 0.3532
H 1.5367 3.4375 -2.2024
C 0.6680 3.6703 -0.1189
H 0.7872 4.6935 0.1664
C 0.0701 2.6569 0.6538
H 1.2964 0.9022 -3.2960
C -1.4411 -2.0037 1.1026
H -1.8966 -1.4906 1.9939
H -0.8492 -2.7947 1.6191
H -2.2529 -2.4818 0.5248
N -0.6021 0.0139 -2.3384
N 1.7515 -0.4339 -1.4859
N -1.2551 -0.3894 -1.1254
N 1.3058 -0.8627 -0.2415
C -1.4481 -0.1396 -3.3558
C 2.9124 -1.0435 -1.7701
H -1.1068 0.1183 -4.3429
H 3.4057 -0.8420 -2.7203
C -2.6561 -0.6035 -2.8840
C 3.2448 -1.8702 -0.7037
C -2.5142 -0.7285 -1.4938
C 2.2407 -1.7251 0.2435
H -3.5372 -0.8245 -3.4452
H 4.1111 -2.5170 -0.6294
H -3.2042 -1.0928 -0.7333
H 2.0932 -2.1928 1.2091
H -0.2204 -2.0244 -0.0848
F -1.0206 0.9569 5.5294
C -0.5849 0.0445 4.6298
F 0.6718 -0.3353 4.9881
F -1.3878 -1.0649 4.7372
C -0.6503 0.5831 3.1412
O -1.3610 1.5789 2.9770
O 0.0275 -0.1101 2.3015


Entry 5:
A molecular structure, C12H14BF3HfN6O2. Source: the OMol25 dataset; level of theory: the ωB97M-V functional and the def2-TZVPD basis.

**ΔE to the lowest compared entry with this formula, charge and spin**: 5.864 eV
**Kohn-Sham gap**: 0.103 hartree
**Total charge**: +2

Cartesian coordinates (Å):
H 1.8189 3.5867 -0.3423
N 1.0283 1.8904 -1.4262
B 0.1743 0.4081 -3.4714
N 0.5666 1.7357 -2.7332
C 0.7279 2.8949 -3.3820
Hf 2.0242 0.5958 0.0960
H 0.4885 2.9258 -4.4373
C 1.2701 3.8352 -2.5201
H 1.5526 4.8659 -2.7486
C 1.4304 3.2120 -1.2959
H 0.3311 0.5330 -4.6969
C -2.2473 -2.1335 2.3250
H -1.6540 -2.6467 3.0880
H -1.7567 -1.2076 2.0175
H -2.4326 -2.7856 1.4672
N -1.3805 -0.0299 -3.2713
N 1.2284 -0.6514 -2.9352
N -1.7358 -0.2463 -1.9561
N 1.7851 -0.7685 -1.6573
C -2.4996 -0.2361 -4.0679
C 1.8836 -1.4801 -3.7574
H -2.4614 -0.1324 -5.1326
H 1.6360 -1.4675 -4.8062
C -3.5464 -0.5491 -3.1887
C 2.8490 -2.1890 -3.0379
C -3.0086 -0.5351 -1.8769
C 2.7598 -1.7538 -1.7165
H -4.5898 -0.7735 -3.3664
H 3.5557 -2.9140 -3.4149
H -3.3860 -0.7085 -0.8567
H 3.3058 -2.0499 -0.8194
H -3.1611 -1.9049 2.7469
F 2.6047 0.7256 5.6098
C 3.0850 0.8048 4.3352
F 3.7228 2.0143 4.1495
F 4.0518 -0.1495 4.1269
C 1.9589 0.5477 3.2268
O 0.8091 0.2155 3.4327
O 2.5594 0.6914 2.0289


Entry 6:
A molecular structure, C12H14BF3N6O2Re. Source: the OMol25 dataset; level of theory: the ωB97M-V functional and the def2-TZVPD basis.

**2S+1**: 4
**Kohn-Sham gap (spin up / spin down)**: 0.274 / 0.236 hartree
**Total charge**: +2

Cartesian coordinates (Å):
H -3.1100 -1.8216 0.3644
N -1.8844 -0.1812 -0.2353
B -1.1227 2.2902 -0.6345
N -2.2009 1.2046 -0.4522
C -3.5235 1.3403 -0.4684
Re -0.0183 -0.6718 -0.1098
H -3.9183 2.3171 -0.7010
C -4.1229 0.1222 -0.1583
H -5.1824 -0.0468 -0.0899
C -3.0935 -0.8022 0.0258
H -1.5708 3.4126 -0.7974
C 2.9300 -3.1110 -0.7059
H 3.2726 -4.1432 -0.5340
H 3.2271 -2.4706 0.1378
H 3.4028 -2.7735 -1.6386
N -0.4419 1.7605 -1.8869
N -0.0424 2.1599 0.4401
N 0.1337 0.4993 -1.9514
N 0.5286 0.8999 0.8803
C -0.2935 2.4076 -3.0440
C 0.5548 3.1588 1.0913
H -0.6736 3.4100 -3.1499
H 0.2626 4.1623 0.7996
C 0.3972 1.5806 -3.9143
C 1.4388 2.6509 2.0474
C 0.6599 0.3964 -3.2151
C 1.3874 1.2545 1.9165
H 0.6588 1.8193 -4.9255
H 2.0235 3.2488 2.7437
H 1.1846 -0.4710 -3.5829
H 1.8906 0.4874 2.4764
H 1.8228 -3.0629 -0.7979
F 1.8062 -3.6950 4.0094
C 0.6675 -3.4392 3.3238
F 0.2268 -4.6042 2.7760
F -0.2775 -3.0140 4.2087
C 0.9599 -2.3310 2.1939
O 2.0632 -1.7988 2.1974
O -0.0225 -2.1451 1.3605


Entry 7:
A molecular structure, C12H14BaN2P. Source: the OMol25 dataset; level of theory: the ωB97M-V functional and the def2-TZVPD basis.

**ΔE to the lowest compared entry with this formula, charge and spin**: 0.000 eV
**Kohn-Sham gap (spin up / spin down)**: 0.109 / 0.109 hartree
**Total charge**: -1

Cartesian coordinates (Å):
C 0.7865 0.0112 -2.8233
C 0.1260 -0.7968 -3.7659
C 0.3469 -2.1675 -3.4504
C 1.1867 -2.2634 -2.3041
C 1.4986 -0.9779 -1.8374
Ba 1.0810 2.0429 0.2444
P -1.0006 3.4629 -1.5793
H 0.8731 1.1044 -2.8025
H -0.4729 -0.4285 -4.5999
H -0.0503 -3.0143 -4.0068
H 2.1769 -0.6987 -1.0215
H 1.5398 -3.1927 -1.8580
H -2.2555 2.7703 -1.7092
H -0.9737 3.9349 -2.9308
H -1.5705 4.6712 -1.0430
N -1.0567 -1.5806 1.0767
C -1.2200 -0.6560 0.1113
N -0.9578 0.5713 0.5771
C -0.7140 0.4335 1.9699
C -0.0813 1.3970 2.7825
C 0.7368 0.9001 3.7991
C 0.7958 -0.4729 4.0750
C 0.0693 -1.4108 3.3274
C -0.6854 -0.9267 2.2667
H -1.2105 -2.5827 0.9740
H -1.5208 -0.8905 -0.9048
H -0.2682 2.4683 2.5909
H 1.3243 1.5941 4.4076
H 1.4153 -0.8178 4.9055
H 0.0812 -2.4845 3.5288


Number 1: strongest force on any atom 3.7 eV/A. Number 2: strongest force on any atom 2.8 eV/A. Number 3: strongest force on any atom 4.6 eV/A. Number 4: strongest force on any atom 8.8 eV/A. Number 5: strongest force on any atom 3.8 eV/A. Number 6: strongest force on any atom 3.4 eV/A. Number 7: strongest force on any atom 3.6 eV/A.